1.
C14H8F4NO4 | ωB97M-V/def2-TZVPD

Values from the calculation:
energy relative to the best compared isomer or geometry (same formula, charge and spin): 7.0 kcal/mol
molar mass: 330.2 u
charge: -1
2S+1: 1

Each line ends with the Löwdin charge.
Positions of all 31 atoms, in Å:
1 F -1.1559 -1.4439 1.0914  0.12
2 C -0.0561 -2.1048 1.5215  -0.11
3 C -0.0857 -3.4231 1.8167  -0.12
4 F -1.2359 -4.1263 1.8306  0.10
5 C 1.1386 -4.1703 2.1036  -0.28
6 O 1.1269 -5.3717 2.4088  0.09
7 C 2.3716 -3.3919 2.0163  -0.12
8 F 3.5223 -4.0841 2.0960  0.11
9 C 2.3645 -2.0447 1.8830  -0.12
10 F 3.4921 -1.3180 1.9213  0.12
11 C 1.1334 -1.2911 1.7136  -0.29
12 O 1.1002 -0.0382 1.7368  0.15
13 C -3.2500 3.5814 -1.6531  -0.08
14 C -2.0971 2.6396 -1.4026  -0.30
15 C -1.0094 3.0174 -0.5992  -0.05
16 C 0.0450 2.1458 -0.3437  -0.03
17 C 0.0500 0.8486 -0.9065  -0.21
18 C 1.1053 -0.0891 -0.6506  -0.09
19 N 2.3934 0.3686 -0.7422  -0.41
20 O 3.3479 -0.4533 -0.8708  -0.05
21 O 2.5933 1.6054 -0.6617  -0.05
22 C -1.0430 0.4685 -1.7221  -0.04
23 C -2.0876 1.3502 -1.9604  -0.07
24 H -4.0464 3.0686 -2.2063  0.06
25 H -3.6555 3.9884 -0.7170  0.07
26 H -2.9500 4.4505 -2.2524  0.07
27 H -0.9849 4.0062 -0.1419  0.10
28 H 0.8702 2.4386 0.2988  0.10
29 H 0.9483 -1.1432 -0.8766  0.13
30 H -1.0122 -0.5361 -2.1509  0.11
31 H -2.9333 1.0521 -2.5806  0.10

2.
C14H9Cl5CrNOS3Sb | ωB97M-V/def2-TZVPD

Values from the calculation:
E_tot: -5449.3038 a.u.
⟨S²⟩: 2.129
molar mass: 654.5 u
charge: -2
2S+1: 3

Each line ends with the Löwdin charge.
Positions of all 35 atoms, in Å:
1 Cr -1.5204 0.9122 0.3185  -0.05
2 Cl 0.8956 -3.3031 5.8116  0.61
3 C 0.3081 -2.0905 4.7311  -0.73
4 C 0.0109 -2.3990 3.4025  -0.70
5 Cl 0.2751 -4.0042 2.8208  0.65
6 C -0.4842 -1.4329 2.5532  -0.57
7 Cl -0.8763 -1.7494 0.9077  0.78
8 C -0.7089 -0.0887 2.9752  -0.46
9 O -1.1786 0.7982 2.1875  -0.27
10 C -0.3748 0.1944 4.3180  -0.60
11 Cl -0.5967 1.8192 4.8563  0.70
12 C 0.1100 -0.7800 5.1752  -0.71
13 Cl 0.4851 -0.3846 6.8129  0.64
14 S -4.0578 2.5703 -2.8523  -0.45
15 Sb -4.1070 2.6830 -0.5655  0.13
16 S -1.7751 3.1388 0.2027  -0.10
17 S -3.7362 0.3602 0.2257  -0.15
18 C -1.3655 -0.0535 -3.6862  -0.06
19 C 0.0746 0.0146 -3.2710  -0.22
20 C 1.1212 -0.2189 -4.1452  -0.09
21 C 2.4470 -0.1429 -3.7299  -0.14
22 C 2.7260 0.1765 -2.4076  -0.10
23 C 1.7126 0.4238 -1.4953  -0.22
24 C 2.0088 0.7756 -0.0666  -0.06
25 C 0.3547 0.3486 -1.9204  -0.30
26 N -0.6470 0.5736 -1.0570  -0.15
27 H -1.4612 -0.2746 -4.7517  0.07
28 H -1.8732 0.8908 -3.4706  0.01
29 H -1.8944 -0.8197 -3.1129  0.08
30 H 0.8936 -0.4662 -5.1781  0.09
31 H 3.2553 -0.3200 -4.4310  0.07
32 H 3.7588 0.2447 -2.0766  0.09
33 H 3.0637 1.0225 0.0675  0.07
34 H 1.7556 -0.0488 0.6091  0.07
35 H 1.4003 1.6298 0.2425  0.07

3.
C14H9F5HfNO4S6 | ωB97M-V/def2-TZVPD

Values from the calculation:
energy relative to the best compared isomer or geometry (same formula, charge and spin): 23.0 kcal/mol
molar mass: 721.1 u
charge: -1
2S+1: 1

Each line ends with the Löwdin charge.
Positions of all 40 atoms, in Å:
1 Hf -0.2379 1.5177 -0.6036  1.24
2 S -7.4168 1.5160 -0.6534  0.46
3 C -5.7643 1.5406 -0.7441  -1.53
4 S -4.8026 2.9175 -0.3923  0.89
5 C -3.2268 2.2496 -0.7609  -1.09
6 C -3.2289 0.9671 -1.1695  -1.09
7 S -1.8920 -0.0846 -1.6651  0.57
8 S -4.8071 0.2158 -1.2642  0.89
9 S -1.8881 3.3901 -0.5392  0.56
10 C 1.7918 -4.7649 0.9388  -0.05
11 C 1.3130 -3.3650 1.2362  -0.26
12 C 0.8583 -3.0218 2.5041  -0.03
13 C 0.4250 -1.7346 2.7982  -0.04
14 C 0.4499 -0.7753 1.8035  -0.26
15 C 0.9036 -1.1062 0.5255  -0.07
16 C 1.3330 -2.3850 0.2441  0.00
17 S -0.3155 0.8069 2.0793  0.59
18 O -1.4677 0.7699 1.1449  -0.44
19 O -0.5779 0.9090 3.4788  -0.26
20 N 0.5422 1.9345 1.3886  -0.31
21 C 1.9963 1.9922 1.5590  -0.14
22 C 2.6656 1.7428 0.2049  -0.58
23 O 3.8582 1.6483 0.1080  0.10
24 O 1.7941 1.6247 -0.7951  -0.20
25 H 1.3910 -5.4817 1.6555  0.07
26 H 2.8814 -4.8192 0.9888  0.08
27 H 1.4942 -5.0801 -0.0619  0.08
28 H 0.8287 -3.7810 3.2777  0.11
29 H 0.0564 -1.4709 3.7807  0.11
30 H 0.9744 -0.3643 -0.2647  0.05
31 H 1.6899 -2.6215 -0.7516  0.13
32 H 2.3690 1.2598 2.2760  0.12
33 H 2.3150 2.9739 1.9037  0.12
34 F 0.7929 3.3027 -2.8702  -0.02
35 C 0.0403 2.1310 -2.7685  -0.52
36 F -1.0852 2.4168 -3.5108  -0.03
37 C 0.8007 1.0498 -3.6019  -0.60
38 F 0.9695 -0.0668 -2.8187  0.04
39 F 2.0215 1.4185 -3.9778  0.15
40 F 0.1550 0.6274 -4.6831  0.15